Record 1
Below is a structure of composition C39H45NO3PdSeSi, with properties calculated with ωB97M-V with the def2-TZVPD basis set.

Its net charge is -2. As for the LUMO energy (spin up / spin down): 4.472 / 4.472 eV. The calculation puts the HOMO energy (spin up / spin down) at -0.0391 / -0.0391 Ha. The relative energy (zero: lowest compared OMol25 entry of this formula, charge and spin) is 9.0 kcal/mol.

Each line ends with the Löwdin charge.
CARTESIAN COORDINATES (ANGSTROEM)
1 Pd 0.143 -0.216 0.907  0.55
2 C -1.653 1.312 8.248  -0.08
3 C -0.960 0.961 6.959  -0.30
4 C 0.370 1.279 6.735  -0.05
5 C 1.014 0.955 5.545  -0.32
6 C 2.453 1.359 5.388  -0.13
7 C 0.327 0.265 4.527  -0.50
8 Se 1.358 -0.248 2.991  0.76
9 C -1.029 -0.039 4.735  -0.28
10 C -1.849 -0.751 3.699  -0.08
11 C -1.636 0.309 5.936  -0.04
12 H -0.987 1.870 8.910  0.06
13 H -1.982 0.420 8.788  0.07
14 H -2.539 1.928 8.076  0.07
15 H 0.931 1.809 7.501  0.10
16 H 2.769 1.972 6.234  0.06
17 H 2.599 1.913 4.459  0.05
18 H 3.109 0.487 5.319  0.06
19 H -1.595 -0.419 2.689  0.01
20 H -2.914 -0.580 3.872  0.07
21 H -1.666 -1.827 3.712  0.08
22 H -2.686 0.059 6.065  0.11
23 C 1.025 -3.258 1.033  -0.09
24 C -0.017 -2.172 0.986  -0.58
25 O -1.205 -2.474 0.969  -0.07
26 H 0.624 -4.144 1.533  0.07
27 H 1.922 -2.892 1.534  0.04
28 H 1.278 -3.524 0.006  0.05
29 C 3.852 0.920 0.247  -0.18
30 O 3.434 -0.410 0.007  -0.17
31 H 4.888 1.019 -0.088  0.07
32 H 3.793 1.165 1.314  0.05
33 H 3.232 1.641 -0.297  0.06
34 H 2.463 -0.381 -0.077  0.01
35 O 0.512 -0.348 -1.259  -0.39
36 Si 0.532 -1.125 -2.634  0.42
37 C 1.535 -2.741 -2.746  -0.20
38 C 2.791 -2.821 -2.136  -0.09
39 C 3.589 -3.947 -2.273  -0.10
40 C 3.153 -5.028 -3.026  -0.12
41 C 1.917 -4.966 -3.650  -0.11
42 C 1.126 -3.832 -3.511  -0.10
43 C 1.359 -0.071 -3.979  -0.20
44 C 1.268 -0.348 -5.343  -0.11
45 C 1.946 0.412 -6.284  -0.12
46 C 2.743 1.473 -5.876  -0.13
47 C 2.851 1.764 -4.524  -0.10
48 C 2.165 0.999 -3.591  -0.07
49 C -1.205 -1.573 -3.258  -0.22
50 C -1.902 -2.611 -2.635  -0.09
51 C -3.221 -2.894 -2.953  -0.09
52 C -3.881 -2.144 -3.917  -0.11
53 C -3.214 -1.103 -4.542  -0.12
54 C -1.897 -0.821 -4.205  -0.12
55 H 3.153 -1.995 -1.536  0.09
56 H 4.552 -3.982 -1.776  0.10
57 H 3.772 -5.912 -3.125  0.09
58 H 1.564 -5.803 -4.243  0.09
59 H 0.163 -3.806 -4.007  0.09
60 H 0.661 -1.181 -5.680  0.10
61 H 1.854 0.176 -7.339  0.09
62 H 3.272 2.072 -6.609  0.09
63 H 3.469 2.590 -4.192  0.09
64 H 2.242 1.236 -2.534  0.09
65 H -1.420 -3.192 -1.857  0.10
66 H -3.739 -3.692 -2.433  0.10
67 H -4.915 -2.358 -4.163  0.09
68 H -3.723 -0.493 -5.281  0.09
69 H -1.401 0.014 -4.687  0.10
70 C -2.351 1.146 -1.553  -0.10
71 N -3.314 1.539 -0.544  -0.25
72 C -4.037 2.718 -0.951  -0.15
73 C -2.725 1.615 0.798  -0.18
74 C -1.509 2.511 0.963  -0.26
75 C -1.741 3.884 1.091  -0.10
76 C -0.698 4.785 1.219  -0.14
77 C 0.601 4.286 1.246  -0.14
78 C 0.813 2.920 1.155  -0.16
79 C -0.209 1.968 1.001  -0.17
80 H -2.880 0.849 -2.461  0.07
81 H -1.753 0.305 -1.202  0.06
82 H -1.641 1.953 -1.803  0.10
83 H -4.555 2.513 -1.894  0.07
84 H -3.394 3.600 -1.117  0.07
85 H -4.786 2.981 -0.199  0.07
86 H -2.461 0.593 1.088  0.09
87 H -3.521 1.951 1.473  0.11
88 H -2.764 4.252 1.118  0.09
89 H -0.894 5.848 1.318  0.08
90 H 1.443 4.964 1.360  0.08
91 H 1.836 2.563 1.235  0.05

Forces on atoms 1 to 3 (eV/Å):
Pd 0.295 0.807 -0.182
C -0.027 0.024 0.061
C -0.004 -0.047 -0.089



Record 2
Below is a structure of composition C39H46AuClN4O3PS, with properties calculated with ωB97M-V with the def2-TZVPD basis set.

Its expectation value of S² is 2.0233. Its net charge is +3. As for the spin multiplicity: 3. As for the LUMO energy (spin up / spin down): -7.441 / -11.180 eV. The calculation puts the HOMO energy (spin up / spin down) at -0.5718 / -0.5938 Ha.

Each line ends with the Mulliken spin population.
CARTESIAN COORDINATES (ANGSTROEM)
1 Au 1.058 1.444 0.792  0.36
2 O -0.402 3.365 2.576  0.03
3 N 0.895 3.308 2.132  0.09
4 C 1.746 3.754 2.966  0.03
5 C 3.176 3.877 2.733  -0.01
6 C 3.832 4.803 3.550  0.00
7 C 5.164 5.122 3.350  0.00
8 C 5.870 4.518 2.320  0.01
9 C 5.245 3.579 1.513  0.00
10 C 3.912 3.230 1.723  0.01
11 P 3.356 1.796 0.774  0.30
12 C 4.018 2.004 -0.881  0.01
13 C 4.967 1.149 -1.441  0.03
14 C 5.495 1.454 -2.686  -0.01
15 C 5.073 2.585 -3.373  0.04
16 C 4.114 3.428 -2.819  -0.02
17 C 3.577 3.135 -1.580  0.03
18 C 4.067 0.346 1.557  0.00
19 C 4.766 0.430 2.762  0.02
20 C 5.310 -0.718 3.317  -0.01
21 C 5.139 -1.947 2.694  0.03
22 C 4.408 -2.040 1.514  -0.01
23 C 3.864 -0.901 0.949  0.05
24 H -0.948 3.274 1.785  0.00
25 H 1.365 4.187 3.891  0.01
26 H 3.281 5.290 4.345  0.00
27 H 5.650 5.842 3.994  0.00
28 H 6.912 4.757 2.159  0.00
29 H 5.811 3.098 0.725  0.00
30 H 5.316 0.276 -0.907  0.00
31 H 6.255 0.814 -3.115  0.00
32 H 5.499 2.817 -4.340  0.00
33 H 3.797 4.317 -3.348  0.00
34 H 2.829 3.784 -1.136  0.01
35 H 4.911 1.381 3.255  0.00
36 H 5.867 -0.649 4.241  0.00
37 H 5.581 -2.833 3.130  0.00
38 H 4.266 -3.001 1.037  0.00
39 H 3.294 -0.965 0.027  -0.01
40 O -0.566 2.326 -0.746  0.01
41 S -0.484 3.651 -1.507  0.00
42 C -0.884 3.280 -3.251  0.00
43 C -2.399 3.360 -3.372  0.00
44 C -2.785 4.601 -2.575  0.00
45 C -2.112 4.450 -1.215  0.00
46 H -0.444 2.316 -3.498  0.00
47 H -0.401 4.064 -3.837  0.00
48 H -2.867 2.468 -2.946  0.00
49 H -2.706 3.440 -4.415  0.00
50 H -3.863 4.710 -2.468  0.00
51 H -2.415 5.495 -3.080  0.00
52 H -2.654 3.761 -0.567  0.00
53 H -1.948 5.398 -0.707  0.00
54 C -2.181 -4.264 -0.335  0.02
55 C -3.101 -4.648 0.832  0.00
56 C -2.330 -5.330 1.973  0.00
57 C -4.101 -5.699 0.325  0.00
58 C -3.891 -3.396 1.390  0.00
59 O -4.747 -3.825 2.429  0.00
60 C -4.823 -2.768 0.306  0.02
61 C -4.296 -1.674 -0.644  0.05
62 C -3.835 -2.139 -1.978  0.17
63 C -4.704 -2.913 -2.793  0.05
64 C -4.359 -3.248 -4.068  0.05
65 C -3.104 -2.835 -4.573  0.27
66 Cl -2.662 -3.233 -6.148  0.17
67 C -2.211 -2.083 -3.770  0.07
68 C -2.577 -1.740 -2.502  0.07
69 C -3.117 -2.286 2.209  0.00
70 N -1.813 -1.703 1.881  0.00
71 C -1.537 -0.470 1.442  0.00
72 N -0.224 -0.288 1.421  0.00
73 C 0.276 -1.479 1.855  -0.01
74 N -0.658 -2.335 2.157  0.00
75 H -1.408 -5.026 -0.452  0.00
76 H -1.673 -3.309 -0.191  0.00
77 H -2.739 -4.214 -1.274  0.01
78 H -1.899 -6.260 1.597  0.00
79 H -3.002 -5.578 2.793  0.00
80 H -1.517 -4.735 2.357  0.00
81 H -3.531 -6.542 -0.066  0.00
82 H -4.737 -5.342 -0.487  0.00
83 H -4.729 -6.091 1.125  0.00
84 H -5.389 -4.470 2.116  0.00
85 H -5.644 -2.343 0.884  0.00
86 H -5.246 -3.570 -0.299  0.00
87 H -3.539 -1.054 -0.175  0.00
88 H -5.152 -1.018 -0.860  0.03
89 H -5.666 -3.221 -2.404  0.00
90 H -5.037 -3.810 -4.697  0.00
91 H -1.252 -1.789 -4.172  0.00
92 H -1.898 -1.156 -1.892  0.01
93 H -3.021 -2.725 3.200  0.00
94 H -3.803 -1.443 2.297  0.00
95 H -2.262 0.296 1.220  0.00
96 H 1.329 -1.673 1.975  0.00

Forces on atoms 1 to 3 (eV/Å):
Au 0.574 0.238 0.261
O -0.202 0.009 0.387
N 0.107 -0.435 -0.476